# 1
# C37H38N5O3Sr

A molecular structure, C37H38N5O3Sr at a distorted geometry (ωB97M-V with the def2-TZVPD basis set, the Open Molecules 2025 dataset).

XYZ file:
```
84
Properties=species:S:1:pos:R:3:forces:R:3
Sr 0.841 0.240 -0.413 1.032 -0.937 -1.410
O -1.397 4.349 4.901 -0.030 -0.307 1.250
C -1.494 4.792 3.767 0.834 -0.911 -1.254
O -2.037 5.744 3.236 -0.595 0.910 -0.278
C -0.744 3.847 2.705 -0.467 0.434 0.560
C 0.140 2.879 3.143 0.277 -0.263 -0.597
C 0.721 2.034 2.197 -0.519 0.891 0.625
N 0.339 2.069 0.921 -0.031 0.840 0.470
C -0.542 2.975 0.495 -0.213 0.793 0.787
C -1.058 3.939 1.361 0.312 -0.520 -0.319
C -0.924 2.900 -0.925 -0.452 0.403 -0.454
C -1.865 3.768 -1.482 0.101 -0.135 0.003
C -2.180 3.660 -2.824 0.147 -0.178 0.052
C -1.545 2.693 -3.590 0.093 -0.050 0.083
C -0.628 1.869 -2.960 -0.222 0.135 -0.447
N -0.334 1.957 -1.669 -0.321 0.588 -0.134
C 1.774 1.069 2.550 0.380 -0.079 0.648
C 2.253 0.955 3.856 0.046 0.015 -0.187
C 3.285 0.079 4.127 -0.086 0.019 -0.235
C 3.820 -0.672 3.092 -0.074 -0.034 -0.101
C 3.273 -0.516 1.831 0.395 -0.230 0.188
N 2.284 0.325 1.561 0.340 0.238 0.496
H 0.324 2.808 4.202 0.012 0.094 0.114
H -1.712 4.738 1.051 -0.103 0.084 0.050
H -2.354 4.513 -0.881 -0.025 0.092 0.131
H -2.913 4.318 -3.262 -0.076 0.090 -0.059
H -1.762 2.578 -4.640 0.035 -0.025 -0.083
H -0.107 1.094 -3.510 -0.018 -0.061 -0.130
H 1.829 1.539 4.653 -0.063 0.128 0.054
H 3.668 -0.017 5.130 0.061 -0.005 0.156
H 4.626 -1.367 3.259 0.113 -0.072 -0.021
H 3.651 -1.084 0.987 0.069 -0.093 0.011
C -2.674 0.727 1.755 0.058 0.035 0.010
C -1.689 0.099 2.695 -0.020 -0.154 -0.185
C -1.688 0.451 4.038 -0.009 -0.166 0.005
C -0.865 -0.198 4.939 -0.060 -0.024 0.020
C -0.048 -1.228 4.506 -0.115 -0.035 -0.083
C -0.007 -1.592 3.169 0.013 0.009 -0.172
C 0.860 -2.727 2.709 -0.020 0.083 0.033
C -0.809 -0.895 2.254 -0.241 0.170 1.208
N -0.670 -1.149 0.877 -1.016 -1.618 -0.623
C -1.198 -2.187 0.326 -0.035 0.820 2.085
C -2.085 -3.137 1.073 0.075 0.086 0.081
C -0.935 -2.430 -1.091 0.851 -0.048 -2.065
C -1.583 -3.629 -1.716 0.044 0.071 -0.162
N -0.115 -1.649 -1.719 -1.155 -1.114 0.813
C 0.092 -1.759 -3.105 0.125 -0.234 -1.142
C 1.366 -2.097 -3.589 -0.007 0.079 0.121
C 2.493 -2.412 -2.650 -0.093 0.041 0.100
C 1.586 -2.143 -4.958 -0.097 0.017 0.019
C 0.569 -1.859 -5.852 -0.015 0.000 0.029
C -0.679 -1.511 -5.371 0.098 -0.030 0.003
C -0.940 -1.457 -4.009 0.070 0.107 0.201
C -2.298 -1.037 -3.532 0.039 -0.031 0.033
H -2.816 1.779 1.995 -0.041 0.031 -0.053
H -3.641 0.230 1.854 -0.040 0.015 -0.068
H -2.353 0.629 0.717 -0.081 0.112 -0.046
H -2.343 1.240 4.375 -0.077 0.160 0.057
H -0.877 0.078 5.982 -0.015 0.074 0.096
H 0.564 -1.758 5.220 0.127 -0.092 0.048
H 1.649 -2.914 3.431 0.112 -0.053 -0.019
H 1.306 -2.508 1.737 0.102 -0.143 0.038
H 0.275 -3.642 2.617 0.007 -0.122 -0.071
H -2.123 -2.870 2.127 0.005 -0.037 -0.056
H -1.738 -4.163 0.975 -0.013 -0.084 -0.017
H -3.099 -3.090 0.679 -0.092 -0.043 -0.099
H -1.213 -4.536 -1.235 -0.013 -0.009 0.074
H -1.354 -3.692 -2.776 -0.029 -0.006 0.046
H -2.663 -3.608 -1.578 -0.059 -0.023 0.002
H 2.197 -3.156 -1.909 0.068 0.001 0.052
H 2.810 -1.503 -2.124 0.127 -0.139 0.040
H 3.339 -2.805 -3.211 0.044 0.059 0.132
H 2.568 -2.407 -5.325 0.052 -0.047 0.006
H 0.749 -1.910 -6.915 0.016 0.019 -0.085
H -1.473 -1.277 -6.064 -0.126 0.044 -0.074
H -2.764 -0.392 -4.273 -0.096 0.065 0.027
H -2.232 -0.500 -2.585 -0.155 0.050 -0.031
H -2.950 -1.899 -3.393 -0.108 -0.033 0.044
C 3.394 1.438 -2.686 0.270 0.116 -0.655
O 2.877 0.975 -1.443 0.779 0.290 0.015
H 4.300 0.892 -2.965 -0.106 0.025 0.069
H 3.622 2.506 -2.647 -0.094 -0.083 0.021
H 2.636 1.267 -3.448 -0.004 0.000 0.037
H 3.438 1.338 -0.750 0.003 -0.064 0.173
```
Positions in Å, forces in eV/Å.

For the LUMO energy, the calculation gives -0.14923 Eh. The HOMO-LUMO gap is 0.20722 hartree. The total charge is +1. Its strongest force on any atom is 0.044 hartree/bohr. The calculation puts the calculated total energy at -53412.3981 eV.

Mulliken population analysis, charges in e, atoms 1 to 2:
1. Sr 3.06
2. O -0.68



# 2
# C37H38N5O4P2S2Ta

A molecular structure, C37H38N5O4P2S2Ta (ωB97M-V with the def2-TZVPD basis set, the Open Molecules 2025 dataset).

XYZ file:
```
89
Properties=species:S:1:pos:R:3:forces:R:3
Ta 1.138 0.544 -0.483 -0.220 0.099 0.010
C -0.047 5.509 -2.678 0.004 0.009 -0.031
N -0.389 4.339 -1.865 -0.092 0.031 -0.067
C -1.798 4.180 -1.504 -0.013 -0.009 0.033
C 0.464 3.386 -1.646 0.204 -0.156 0.036
O 0.152 2.324 -1.025 -0.002 -0.042 0.022
C 1.910 3.512 -2.093 -0.103 0.035 0.008
O 2.646 2.500 -1.419 0.070 -0.051 0.051
C 3.682 2.936 -0.568 -0.019 -0.057 0.078
C 3.813 1.878 0.508 0.022 0.065 -0.119
O 2.922 0.979 0.577 -0.116 0.011 -0.056
N 4.824 1.912 1.332 0.026 0.022 0.026
C 5.852 2.957 1.242 0.001 0.021 -0.020
C 4.995 0.902 2.380 -0.012 -0.039 0.007
H -0.943 5.819 -3.208 -0.008 -0.004 0.002
H 0.694 5.257 -3.431 0.014 -0.001 0.002
H 0.298 6.328 -2.047 -0.007 -0.006 -0.004
H -2.178 5.144 -1.172 0.007 0.008 -0.003
H -1.896 3.450 -0.706 -0.006 0.001 -0.008
H -2.348 3.847 -2.384 0.006 -0.006 0.003
H 2.311 4.501 -1.872 -0.001 -0.005 -0.011
H 1.962 3.337 -3.169 -0.021 -0.007 -0.028
H 3.438 3.892 -0.092 -0.002 0.000 -0.001
H 4.619 3.052 -1.119 0.001 -0.011 -0.007
H 5.403 3.946 1.183 -0.001 -0.004 -0.010
H 6.501 2.788 0.383 0.002 -0.003 0.008
H 6.455 2.916 2.144 -0.009 -0.004 0.010
H 4.261 0.115 2.253 0.005 0.009 0.004
H 4.873 1.372 3.355 0.002 -0.005 -0.003
H 5.998 0.487 2.302 -0.003 -0.004 -0.001
S 2.305 -1.702 -0.476 -0.003 -0.051 0.121
P 0.410 -2.249 0.124 0.128 -0.041 0.133
C -0.361 -0.713 0.032 0.114 0.217 0.024
P -1.255 0.188 1.220 -0.027 -0.088 -0.061
S 0.170 1.539 1.747 0.071 -0.092 -0.021
C -1.907 -0.734 2.610 0.006 0.022 -0.036
C -1.295 -0.712 3.858 0.041 0.020 -0.018
C -1.850 -1.438 4.902 -0.006 -0.007 0.006
C -3.001 -2.184 4.694 0.009 0.003 0.012
C -3.607 -2.213 3.444 -0.013 -0.017 0.021
C -3.066 -1.485 2.400 -0.017 0.014 -0.055
C -2.659 0.976 0.422 0.001 -0.026 0.043
C -3.465 1.828 1.179 0.016 -0.005 0.013
C -4.557 2.441 0.591 -0.015 0.004 -0.014
C -4.853 2.199 -0.747 -0.007 0.001 0.005
C -4.053 1.352 -1.500 -0.004 0.016 -0.012
C -2.951 0.742 -0.918 0.013 -0.018 -0.013
C -0.290 -3.492 -0.948 -0.006 0.038 -0.007
C 0.381 -4.704 -1.116 0.018 0.006 0.016
C -0.143 -5.658 -1.970 -0.017 0.001 -0.005
C -1.332 -5.405 -2.648 0.005 -0.007 0.003
C -2.001 -4.202 -2.474 -0.011 -0.024 -0.029
C -1.478 -3.238 -1.625 0.018 0.042 0.013
C 0.528 -2.927 1.786 -0.021 0.006 -0.071
C 1.498 -2.462 2.673 0.037 0.022 -0.029
C 1.562 -2.979 3.954 -0.018 -0.023 0.025
C 0.655 -3.953 4.356 0.010 0.018 0.002
C -0.321 -4.405 3.480 -0.007 -0.007 0.014
C -0.386 -3.895 2.192 -0.051 -0.019 -0.043
H -0.399 -0.124 4.013 -0.003 -0.004 0.004
H -1.387 -1.415 5.879 0.002 0.000 0.000
H -3.434 -2.742 5.514 0.000 0.001 0.000
H -4.510 -2.789 3.290 0.002 0.001 -0.002
H -3.554 -1.483 1.432 -0.002 -0.003 0.009
H -3.243 2.005 2.226 -0.004 0.003 0.000
H -5.186 3.099 1.175 0.000 0.001 0.001
H -5.716 2.669 -1.201 0.001 0.003 0.002
H -4.288 1.162 -2.539 0.002 0.003 0.002
H -2.317 0.087 -1.504 -0.002 0.001 -0.003
H 1.305 -4.901 -0.585 -0.003 0.002 -0.001
H 0.370 -6.600 -2.109 0.000 0.000 -0.001
H -1.738 -6.153 -3.316 0.001 0.000 0.001
H -2.924 -4.012 -3.005 0.000 0.002 0.001
H -1.984 -2.289 -1.493 -0.002 -0.004 -0.002
H 2.214 -1.716 2.350 -0.015 -0.004 0.002
H 2.325 -2.636 4.640 0.001 0.003 -0.001
H 0.714 -4.366 5.355 0.001 0.001 0.000
H -1.025 -5.164 3.794 -0.002 0.002 -0.002
H -1.139 -4.262 1.504 0.002 -0.002 0.009
N 1.073 -1.648 -3.526 0.121 0.048 0.056
C 0.731 -0.361 -3.482 -0.115 0.035 -0.107
O 1.107 0.347 -2.428 0.117 0.017 -0.028
C 0.006 0.253 -4.487 0.078 -0.178 0.053
C -0.407 -0.524 -5.602 0.016 -0.017 -0.023
N -0.695 -1.251 -6.446 -0.012 -0.009 0.003
C -0.276 1.629 -4.395 -0.185 0.240 0.044
N -0.506 2.754 -4.293 0.079 0.023 0.019
H 0.886 -2.186 -4.358 -0.015 -0.004 0.007
H 1.702 -2.009 -2.824 -0.057 -0.057 -0.009
```
Positions in Å, forces in eV/Å.

For the LUMO energy, the calculation gives -0.22780 Eh. The value obtained for the energy above the lowest of the compared OMol25 structures with the same formula, charge and spin is 0.00 kJ/mol. The HOMO-LUMO gap is 0.25240 hartree. The total charge is +2. Its strongest force on any atom is 0.006 hartree/bohr. The calculation puts the calculated total energy at -96417.6035 eV.

Mulliken population analysis, charges in e, atoms 1 to 2:
1. Ta -0.06
2. C -1.18



# 3
# C37H39B2F4N6O6PTi

A molecular structure, C37H39B2F4N6O6PTi (ωB97M-V with the def2-TZVPD basis set, the Open Molecules 2025 dataset).

XYZ file:
```
96
Properties=species:S:1:pos:R:3:forces:R:3
Ti -0.424 -1.325 0.255 -0.078 -0.650 -0.113
C 0.732 -5.559 -0.812 -0.071 -0.040 0.050
C 0.579 -4.181 -0.266 0.058 0.008 -0.075
N -0.406 -3.405 -0.519 0.086 -0.004 0.027
O -1.439 -3.930 -1.222 -0.042 -0.001 0.029
B -2.624 -3.059 -1.032 0.026 -0.123 0.049
F -2.177 -1.733 -1.320 -0.016 0.081 -0.045
F -3.637 -3.496 -1.824 -0.002 0.042 -0.018
O -3.095 -3.032 0.388 0.013 0.015 0.027
N -2.264 -2.265 1.131 0.153 0.062 -0.078
C -2.558 -2.094 2.361 0.232 -0.077 0.003
C -3.719 -2.746 3.022 -0.091 0.077 -0.055
C -1.551 -1.267 3.081 -0.131 0.077 -0.049
N -0.578 -0.884 2.348 -0.001 0.105 -0.107
O 0.482 -0.256 2.949 -0.048 0.028 -0.058
B 1.524 -1.262 3.305 0.090 0.062 -0.004
F 2.598 -0.571 3.821 -0.025 -0.007 0.010
F 0.980 -2.201 4.181 0.001 -0.040 0.020
O 2.068 -1.982 2.103 -0.022 -0.080 -0.074
N 1.158 -2.579 1.299 0.173 0.017 0.064
C 1.571 -3.616 0.670 -0.006 0.026 0.194
C 2.911 -4.230 0.886 0.020 0.000 -0.093
C -1.706 -0.945 4.520 0.048 -0.042 0.039
H -0.120 -5.817 -1.432 0.003 0.003 -0.003
H 0.822 -6.284 -0.002 -0.011 -0.003 -0.001
H 1.645 -5.618 -1.407 0.003 0.004 0.002
H -4.651 -2.378 2.588 0.000 0.009 -0.003
H -3.726 -2.562 4.092 -0.015 0.000 0.002
H -3.686 -3.820 2.832 -0.007 0.002 -0.002
H 3.288 -3.954 1.866 -0.007 -0.012 0.005
H 3.615 -3.856 0.137 0.001 0.019 0.007
H 2.863 -5.313 0.790 0.015 0.000 0.000
H -1.640 -1.850 5.126 0.004 -0.001 -0.008
H -2.689 -0.493 4.672 0.002 0.003 0.001
H -0.925 -0.260 4.834 -0.009 -0.002 -0.001
N 1.459 -0.764 -0.516 -0.033 0.250 0.146
P 2.491 0.481 -0.474 -0.078 -0.234 -0.142
C 2.406 1.717 0.833 0.080 0.013 0.015
C 3.573 2.323 1.301 0.029 -0.002 0.005
C 3.501 3.317 2.263 -0.015 0.008 0.015
C 2.267 3.711 2.762 0.002 -0.012 -0.012
C 1.105 3.114 2.296 0.014 0.011 0.014
C 1.173 2.121 1.332 -0.076 -0.025 -0.034
C 4.147 -0.230 -0.391 0.042 0.003 0.009
C 4.642 -0.673 0.837 -0.028 -0.015 0.018
C 5.884 -1.285 0.895 0.014 -0.004 -0.018
C 6.634 -1.454 -0.262 -0.002 0.005 0.015
C 6.146 -1.007 -1.481 0.001 0.002 0.006
C 4.904 -0.394 -1.548 -0.030 -0.028 -0.016
C 2.312 1.362 -2.037 0.015 0.104 0.022
C 2.537 2.735 -2.118 0.010 -0.005 0.023
C 2.394 3.387 -3.333 -0.004 -0.015 -0.020
C 2.021 2.674 -4.464 0.006 0.014 0.016
C 1.789 1.308 -4.384 -0.001 0.013 -0.025
C 1.933 0.651 -3.174 -0.016 -0.064 0.021
H 4.539 2.015 0.924 -0.013 0.020 -0.003
H 4.409 3.776 2.631 0.002 0.002 -0.002
H 2.213 4.481 3.521 -0.005 -0.001 0.003
H 0.141 3.410 2.688 0.004 0.006 0.002
H 0.267 1.656 0.970 0.006 -0.003 -0.001
H 4.063 -0.542 1.742 -0.037 -0.022 0.014
H 6.266 -1.624 1.849 0.000 -0.006 -0.001
H 7.606 -1.929 -0.211 -0.002 -0.002 0.001
H 6.735 -1.130 -2.381 -0.002 0.003 -0.003
H 4.526 -0.041 -2.499 0.008 -0.002 0.001
H 2.810 3.295 -1.233 -0.002 -0.003 -0.004
H 2.562 4.454 -3.393 -0.001 0.001 0.002
H 1.897 3.188 -5.408 -0.001 0.000 -0.001
H 1.478 0.758 -5.261 0.002 -0.007 0.000
H 1.730 -0.409 -3.093 -0.005 0.006 -0.005
C -4.542 4.286 -3.596 -0.012 0.008 -0.004
C -4.370 3.327 -2.454 0.017 0.020 0.012
C -4.903 2.049 -2.506 0.008 -0.042 0.018
C -4.720 1.138 -1.473 -0.003 0.056 -0.024
C -5.336 -0.232 -1.613 -0.011 0.006 0.004
C -3.972 1.531 -0.348 -0.019 -0.026 0.025
C -3.753 0.542 0.717 0.084 0.098 -0.035
O -3.134 0.727 1.748 -0.159 -0.003 0.051
C -3.435 2.834 -0.270 -0.007 -0.020 -0.029
C -2.613 3.310 0.894 0.028 -0.019 -0.014
C -3.651 3.703 -1.325 -0.011 0.009 0.006
H -5.191 3.873 -4.367 -0.004 0.003 -0.001
H -3.576 4.512 -4.051 0.006 -0.007 0.002
H -4.971 5.229 -3.253 0.002 0.001 -0.004
H -5.469 1.744 -3.379 -0.001 -0.001 -0.003
H -5.884 -0.291 -2.552 -0.003 -0.009 0.004
H -6.039 -0.448 -0.807 0.000 0.003 0.000
H -4.586 -1.021 -1.620 0.023 -0.018 -0.008
H -4.190 -0.451 0.525 -0.003 -0.013 0.013
H -1.711 2.706 0.996 -0.019 -0.001 0.026
H -3.152 3.218 1.835 0.001 0.007 0.009
H -2.325 4.351 0.741 0.000 -0.001 0.001
H -3.229 4.701 -1.275 0.001 -0.002 -0.005
O -1.273 1.654 -2.681 0.065 0.023 -0.061
C -1.010 1.007 -1.734 -0.089 -0.018 0.102
N -0.746 0.372 -0.753 -0.125 0.374 0.108
```
Positions in Å, forces in eV/Å.

For the LUMO energy (alpha / beta), the calculation gives -0.01144 / -0.04886 Eh. The value obtained for the energy above the lowest of the compared OMol25 structures with the same formula, charge and spin is 30.70 kJ/mol. The HOMO-LUMO gap (alpha / beta) is 0.28191 / 0.27400 hartree. The total charge is 0. The multiplicity is 3. Its strongest force on any atom is 0.013 hartree/bohr. The calculation puts the calculated total energy at -104863.1248 eV.

Mulliken population analysis, charges in e, atoms 1 to 2:
1. Ti -1.01
2. C -1.98



> The highest strongest force on any atom belongs to which entry?

C37H38N5O3Sr



> Which value of calculated total energy does entry 3 give?

-104863.1248 eV



> Which formula does entry 1 have?

C37H38N5O3Sr



> The lowest calculated total energy belongs to which entry?

C37H39B2F4N6O6PTi